(1)
This record from the OMol25 dataset describes a 3-piece molecular cluster, C5H14O2 overall. The level of theory is wB97M-V/def2-TZVPD.

Geometry as XYZ:
```
21
Properties=species:S:1:pos:R:3:forces:R:3
C 1.3357 -1.0139 2.0307 1.82 0.07 0.45
C -0.0367 -0.8425 1.4873 -0.32 0.79 -0.27
C -0.2939 -0.9320 0.1883 -0.04 0.07 0.05
C -1.5172 -0.5108 -0.5977 0.17 -0.14 1.00
C -2.5635 0.3446 0.1794 0.66 -1.10 -1.25
H 1.7761 -1.9972 1.8474 -0.32 -0.20 0.31
H 1.5222 -0.7159 3.0672 -0.81 -0.61 0.23
H 2.1100 -0.3594 1.6062 -0.56 0.19 -0.76
H -0.8161 -0.4839 2.1549 0.14 -0.04 0.07
H 0.5208 -1.3015 -0.4253 0.02 -0.11 0.04
H -1.1335 0.0443 -1.4531 -0.20 -0.11 -0.20
H -1.9723 -1.4361 -0.9483 -0.17 0.07 -0.41
H -2.1434 0.6217 1.1378 -0.32 0.56 0.00
H -3.4475 -0.2633 0.2941 -0.34 -0.07 0.48
H -2.8503 1.1508 -0.4915 0.04 0.47 0.54
O 1.4176 0.1374 -2.1728 0.45 0.16 -0.75
H 1.2275 -0.8080 -2.1525 -0.14 0.47 0.29
H 1.0044 0.6065 -1.4403 -0.07 -0.48 0.21
O 2.0041 2.6587 -1.0374 -0.14 -0.11 -0.42
H 2.4817 2.0516 -1.6193 0.16 -0.06 0.21
H 1.3741 3.0492 -1.6549 -0.03 0.20 0.19
```
Positions in Å, forces in eV/Å.

## Properties
Gap between HOMO and LUMO: 10.03 eV
Relative energy (zero: lowest compared OMol25 entry of this formula, charge and spin): 24.8 kcal/mol
Total charge: 0
SMILES: C/C=C/CC.O.O
Electronic energy: -349.3362 Eh

---

(2)
This record from the OMol25 dataset describes a 12-piece molecular cluster, C22H45BCl22NO3S overall. The level of theory is wB97M-V/def2-TZVPD.

Geometry as XYZ:
```
95
Properties=species:S:1:pos:R:3:forces:R:3
C 3.6916 4.2999 0.9114 -0.65 -1.49 -0.58
C 3.3881 2.8674 0.5681 -1.06 2.21 -0.42
C 2.0790 2.6197 -0.4416 -0.83 3.81 -0.19
O 1.7825 3.5768 -1.3277 1.38 -6.30 4.92
O 1.3347 1.3684 -0.2226 1.48 2.83 -2.54
C 0.5226 0.9879 -1.3892 -1.49 -1.77 -0.61
C -1.0800 1.3456 -1.1263 0.34 -0.14 0.38
C -1.9820 0.0120 -0.8107 -0.34 -0.53 -0.20
C -2.7902 0.0643 0.6304 -0.50 -0.79 -0.52
C -3.9138 1.2975 0.6842 1.13 -0.41 -0.13
C -5.3876 0.6042 0.8638 1.80 -1.47 -1.94
S -6.8121 1.7916 1.0998 -1.26 -1.74 0.59
B -6.5024 3.4867 0.3660 0.48 5.70 -2.01
O -6.8489 4.6672 1.2343 2.48 -3.27 -0.97
N -5.9820 3.8130 -1.0183 -0.03 -3.08 2.43
C -6.0939 2.6606 -1.9882 0.00 -0.75 -1.92
C -4.6121 4.4515 -1.0063 1.15 1.99 0.37
H 4.5928 4.9017 0.4308 -0.97 -1.93 2.24
H 3.0014 4.9403 1.6431 0.66 -1.13 -2.86
H 4.0035 1.9714 1.0172 -0.71 1.94 -2.23
H 0.9251 1.3667 -2.4206 -0.70 -0.25 2.27
H 0.5625 -0.2039 -1.4441 0.18 2.61 0.24
H -1.5445 1.8973 -2.0560 1.05 -0.93 1.94
H -1.1225 2.0222 -0.1652 0.15 -1.04 -2.03
H -1.3578 -1.0007 -0.7899 -1.10 2.30 -0.06
H -2.7273 -0.1130 -1.7330 1.27 0.14 2.20
H -2.0414 0.0913 1.5420 -1.52 0.20 -1.94
H -3.3924 -0.9521 0.7161 1.40 2.05 -0.11
H -3.6003 1.9672 1.5914 -0.96 -0.97 -1.78
H -3.7811 1.8639 -0.3575 -0.69 -1.06 2.52
H -5.6037 0.0165 -0.1526 0.39 1.37 2.52
H -5.3425 -0.1874 1.7436 -0.54 2.01 -1.66
H -7.9007 1.2496 0.3457 1.54 0.68 0.64
H -6.0783 4.8827 1.8372 -1.39 -0.24 -0.70
H -5.6795 2.9924 -3.0567 -0.96 -0.67 2.52
H -5.4925 1.6998 -1.6982 -0.97 1.72 -0.35
H -7.2168 2.3422 -2.1819 2.23 0.82 0.58
H -4.6936 5.6202 -0.7773 -0.02 -2.57 -0.59
H -4.1208 4.3509 -2.0635 -0.96 0.04 2.11
H -3.8922 4.0319 -0.1539 -1.46 0.69 -2.07
C -7.5554 5.1197 -4.6134 -0.31 0.39 -0.13
Cl -5.8399 4.7562 -4.8360 0.19 0.33 -0.07
Cl -8.5343 3.6507 -4.7073 0.14 -0.06 -0.58
H -7.6973 5.5796 -3.6324 0.21 -0.21 -0.48
H -7.8768 5.8120 -5.3954 0.15 -0.30 0.09
C -4.8890 2.3528 -7.2803 -0.10 0.30 0.07
Cl -3.1735 1.9892 -7.5030 0.03 0.11 0.03
Cl -5.8679 0.8838 -7.3743 -0.11 0.06 0.05
H -5.0309 2.8127 -6.2993 0.08 -0.30 -0.35
H -5.2104 3.0450 -8.0623 0.11 -0.27 0.14
C 3.4875 -1.2192 1.3907 -0.25 0.03 -0.40
Cl 3.6223 -2.7155 2.3222 -0.07 -0.07 -0.02
Cl 4.4060 0.0871 2.1490 0.08 -0.36 0.19
H 3.8770 -1.3903 0.3842 0.00 0.04 0.42
H 2.4356 -0.9285 1.3347 0.28 -0.04 0.12
C 5.9858 -6.0103 1.5867 0.11 0.22 0.25
Cl 6.9166 -5.7732 0.1027 -0.20 0.19 -0.02
Cl 4.7841 -7.2912 1.3860 -0.08 -0.05 0.10
H 6.6681 -6.2860 2.3945 -0.23 0.00 -0.38
H 5.4737 -5.0784 1.8383 0.08 -0.24 -0.19
C 9.6350 -7.2974 3.1340 0.33 -0.39 -0.03
Cl 8.6314 -6.0654 3.9085 0.07 0.09 0.29
Cl 9.7041 -7.0540 1.3845 0.17 -0.18 0.17
H 10.6473 -7.2394 3.5415 -0.30 0.09 -0.11
H 9.2105 -8.2830 3.3396 0.07 0.39 -0.05
C 8.0649 -11.0613 2.6552 -0.13 0.08 -0.40
Cl 6.8703 -12.2756 3.1279 0.01 0.09 -0.10
Cl 9.2701 -10.8259 3.9268 0.10 0.02 0.01
H 8.5689 -11.3937 1.7444 -0.09 0.01 0.33
H 7.5542 -10.1134 2.4692 0.07 -0.25 0.14
C -10.6411 5.3310 -2.0253 -0.53 0.01 0.15
Cl -10.8704 6.3844 -3.4263 -0.02 -0.04 0.09
Cl -8.9743 4.7493 -1.9328 -0.27 0.01 1.33
H -10.8731 5.8919 -1.1167 0.18 -0.08 -0.28
H -11.3128 4.4735 -2.1112 0.26 0.19 -0.10
C 4.3864 -0.4998 -2.6704 0.13 0.29 -0.34
Cl 3.1918 -1.7141 -2.1978 -0.13 -0.06 -0.14
Cl 5.5915 -0.2644 -1.3988 0.01 0.09 -0.09
H 4.8904 -0.8322 -3.5812 -0.12 -0.03 0.32
H 3.8757 0.4481 -2.8564 0.10 -0.24 0.17
C 6.5565 1.9242 5.1627 0.16 -0.29 0.19
Cl 5.5529 3.1561 5.9372 0.01 -0.05 0.09
Cl 6.6256 2.1676 3.4132 0.13 -0.01 0.01
H 7.5688 1.9822 5.5702 -0.26 0.10 -0.18
H 6.1320 0.9386 5.3683 0.01 0.29 -0.13
C -5.0196 -3.4189 0.8992 -0.04 -0.35 0.44
Cl -5.2489 -2.3655 -0.5017 -0.20 -0.32 -0.35
Cl -3.3528 -4.0006 0.9917 -0.17 0.06 0.05
H -5.2516 -2.8580 1.8079 0.12 -0.09 -0.24
H -5.6913 -4.2764 0.8133 0.21 0.24 -0.10
C 10.1565 -2.2434 4.1911 0.22 -0.33 0.07
Cl 9.1529 -1.0115 4.9657 -0.03 0.00 0.14
Cl 10.2256 -2.0000 2.4416 0.05 -0.11 0.05
H 11.1688 -2.1854 4.5986 -0.29 0.12 -0.15
H 9.7320 -3.2291 4.3967 0.00 0.30 -0.12
```
Positions in Å, forces in eV/Å.

## Properties
Gap between HOMO and LUMO: 5.41 eV
Total charge: +1
Electronic energy: -11692.3860 Eh

---

(3)
This record from the OMol25 dataset describes C4H4CuO2 as an isolated structure. The level of theory is wB97M-V/def2-TZVPD.

Geometry as XYZ:
```
11
Properties=species:S:1:pos:R:3:forces:R:3
O 1.1118 -0.5409 -2.8387 -0.48 -0.45 0.79
C 0.3387 -0.9799 -2.0185 0.17 0.53 -1.25
C -0.0427 -0.1771 -0.8219 -0.13 -1.05 2.12
H -0.2138 -1.9265 -2.1832 0.26 -0.05 0.17
H -0.7540 0.6368 -0.9862 0.75 0.29 0.03
C 0.3022 -0.5686 0.4489 -2.08 -0.50 -1.98
C -0.0418 0.2822 1.5795 2.34 0.87 -0.41
O -0.8235 1.2162 1.5006 -0.80 1.19 0.64
Cu -1.2167 3.4260 2.2965 0.21 -1.21 -0.33
H 0.7553 0.2355 2.3670 -1.10 -0.17 0.32
H 0.5845 -1.6036 0.6560 0.86 0.54 -0.09
```
Positions in Å, forces in eV/Å.

## Properties
Gap between HOMO and LUMO: 6.92 eV
Relative energy (zero: lowest compared OMol25 entry of this formula, charge and spin): 26.1 kcal/mol
Total charge: +1
Electronic energy: -1945.3961 Eh

---

(4)
This record from the OMol25 dataset describes C6H10FN as an isolated structure. The level of theory is wB97M-V/def2-TZVPD.

Geometry as XYZ:
```
18
Properties=species:S:1:pos:R:3:forces:R:3
C -1.3627 -1.0688 -1.7358 0.56 4.56 1.36
C -0.3633 -0.8602 -0.6235 1.46 -1.40 0.68
C -0.7627 -0.7165 0.8672 0.97 2.56 -4.87
C -0.0038 0.4433 0.1615 -0.34 -1.46 0.26
C 1.4922 0.5336 0.4177 -0.83 0.93 -0.34
C 2.2785 0.3895 1.4671 -1.61 -0.46 3.09
H -1.6824 -2.0440 -1.7159 -1.54 -1.99 0.07
H -0.9051 -0.8531 -2.6650 0.73 -0.07 -1.13
H -2.0308 -0.1719 -1.6139 -0.52 -1.51 -0.19
H 0.5306 -1.5552 -0.8382 -1.08 1.25 1.03
H -1.7632 -0.3973 1.0158 -1.07 -0.40 0.74
H -1.6171 1.9944 0.9452 3.52 -1.00 -4.15
H -0.1188 2.4947 -0.6907 -3.20 -3.28 2.70
H 2.0878 0.8569 -0.4147 -0.22 0.19 -0.93
H 1.9400 0.1084 2.5685 0.72 0.53 -2.60
H 3.2832 0.7019 1.3028 0.80 -0.25 0.31
N -0.8672 1.5981 -0.1742 0.80 3.32 1.61
F -0.1352 -1.4537 1.7260 0.86 -1.53 2.36
```
Positions in Å, forces in eV/Å.

## Properties
Gap between HOMO and LUMO: 9.57 eV
Relative energy (zero: lowest compared OMol25 entry of this formula, charge and spin): 111.1 kcal/mol
Total charge: 0
Electronic energy: -389.0377 Eh

---

(5)
This record from the OMol25 dataset describes one molecule with the formula C4H4O2. The level of theory is wB97M-V/def2-TZVPD.

Geometry as XYZ:
```
10
Properties=species:S:1:pos:R:3:forces:R:3
C -1.4100 -0.6436 -0.0339 0.09 -0.18 0.02
C -0.1595 -1.0215 0.1854 -0.38 0.05 0.16
O 0.8294 -0.7625 -0.7483 -0.04 0.00 0.01
C 1.3490 0.4916 -0.4505 0.11 0.24 0.00
C 0.6154 1.4126 0.1588 -0.16 0.62 0.42
O 0.0296 2.2415 0.7438 0.54 -0.58 -0.53
H -1.6948 -0.2072 -0.9881 0.05 -0.04 0.17
H -2.1571 -0.7348 0.7454 0.04 -0.16 -0.14
H 0.2168 -1.4345 1.1218 -0.14 0.02 -0.14
H 2.3654 0.6969 -0.7531 -0.13 0.04 0.01
```
Positions in Å, forces in eV/Å.

## Properties
Gap between HOMO and LUMO: 9.18 eV
Relative energy (zero: lowest compared OMol25 entry of this formula, charge and spin): 52.2 kcal/mol
Total charge: 0
SMILES: C=COC=C=O
Electronic energy: -305.1963 Eh

---

Repeat the first record exactly.
This record from the OMol25 dataset describes a 3-piece molecular cluster, C5H14O2 overall. The level of theory is wB97M-V/def2-TZVPD.

Geometry as XYZ:
```
21
Properties=species:S:1:pos:R:3:forces:R:3
C 1.3357 -1.0139 2.0307 1.82 0.07 0.45
C -0.0367 -0.8425 1.4873 -0.32 0.79 -0.27
C -0.2939 -0.9320 0.1883 -0.04 0.07 0.05
C -1.5172 -0.5108 -0.5977 0.17 -0.14 1.00
C -2.5635 0.3446 0.1794 0.66 -1.10 -1.25
H 1.7761 -1.9972 1.8474 -0.32 -0.20 0.31
H 1.5222 -0.7159 3.0672 -0.81 -0.61 0.23
H 2.1100 -0.3594 1.6062 -0.56 0.19 -0.76
H -0.8161 -0.4839 2.1549 0.14 -0.04 0.07
H 0.5208 -1.3015 -0.4253 0.02 -0.11 0.04
H -1.1335 0.0443 -1.4531 -0.20 -0.11 -0.20
H -1.9723 -1.4361 -0.9483 -0.17 0.07 -0.41
H -2.1434 0.6217 1.1378 -0.32 0.56 0.00
H -3.4475 -0.2633 0.2941 -0.34 -0.07 0.48
H -2.8503 1.1508 -0.4915 0.04 0.47 0.54
O 1.4176 0.1374 -2.1728 0.45 0.16 -0.75
H 1.2275 -0.8080 -2.1525 -0.14 0.47 0.29
H 1.0044 0.6065 -1.4403 -0.07 -0.48 0.21
O 2.0041 2.6587 -1.0374 -0.14 -0.11 -0.42
H 2.4817 2.0516 -1.6193 0.16 -0.06 0.21
H 1.3741 3.0492 -1.6549 -0.03 0.20 0.19
```
Positions in Å, forces in eV/Å.

## Properties
Gap between HOMO and LUMO: 10.03 eV
Relative energy (zero: lowest compared OMol25 entry of this formula, charge and spin): 24.8 kcal/mol
Total charge: 0
SMILES: C/C=C/CC.O.O
Electronic energy: -349.3362 Eh